1.
65
Properties=species:S:1:pos:R:3 method="wB97M-V/def2-TZVPD" spin_multiplicity=1 fmax_ev_per_a=1.6 lumo_energy_ha=-0.008 e_tot_ha=-1742.75565 gap_ev=8.879 homo_ev=-9.091
C 2.00611 -2.10803 1.95706
O 0.80310 -2.51108 1.32648
C 0.81338 -2.39263 -0.08368
C -0.58645 -2.52005 -0.70839
O -1.45032 -3.36667 0.00479
C -2.18133 -2.71742 1.05784
B -3.70289 -2.41223 0.66287
C -4.08963 -1.16853 -0.22791
O -4.70302 -3.25953 1.15650
C 1.55893 -1.14663 -0.58718
I 3.31036 -1.45806 -1.75941
C 1.15322 0.06285 -0.30692
C -0.07299 0.38779 0.49246
I 2.21834 1.79930 -0.95455
H 2.00197 -1.03874 2.16876
H 2.02099 -2.60265 2.92739
H 2.90650 -2.42465 1.42853
H 1.39826 -3.23465 -0.47216
H -1.04554 -1.55898 -0.92525
H -0.44184 -2.98520 -1.68340
H -1.66145 -1.81237 1.37702
H -2.14764 -3.38676 1.92218
H -4.84256 -1.42813 -0.97086
H -4.51955 -0.42221 0.45010
H -3.20326 -0.70788 -0.65819
H -4.86805 -2.96995 2.06908
H -0.08638 1.44606 0.73594
H -0.06578 -0.14192 1.44196
H -0.99112 0.20758 -0.05313
C 5.94033 2.83364 -4.84923
C 6.09683 3.81221 -3.69496
C 6.50097 3.09793 -2.41532
O 4.87077 4.51116 -3.48913
H 5.15789 2.10151 -4.62910
H 5.64284 3.35867 -5.75770
H 6.87118 2.29853 -5.04454
H 6.84785 4.56142 -3.94929
H 5.73565 2.37512 -2.11770
H 6.60289 3.80931 -1.59447
H 7.44818 2.56999 -2.53803
H 4.19657 3.85938 -3.26526
C -8.96573 -3.80271 1.05357
C -8.50479 -4.04733 -0.37561
C -7.75704 -5.36683 -0.49570
O -7.66494 -2.97715 -0.80151
H -8.10746 -3.74909 1.72925
H -9.49363 -2.85090 1.12729
H -9.62976 -4.59740 1.39811
H -9.36812 -4.05267 -1.04276
H -6.86248 -5.35961 0.13290
H -7.42688 -5.52618 -1.52291
H -8.38588 -6.20761 -0.19692
H -6.89446 -2.95948 -0.21980
C 4.17102 5.18230 1.31949
C 3.75134 4.31514 2.49633
C 3.39508 5.15973 3.71060
O 4.80889 3.41565 2.82839
H 5.05857 5.77130 1.56744
H 4.42999 4.56144 0.46026
H 3.37220 5.86613 1.02757
H 2.89325 3.70423 2.21130
H 4.25783 5.74660 4.03809
H 3.10436 4.52260 4.54683
H 2.57340 5.84346 3.49091
H 5.57572 3.94282 3.08148

---

2.
62
Properties=species:S:1:pos:R:3 method="wB97M-V/def2-TZVPD" spin_multiplicity=5 charge=+3 fmax_ev_per_a=0.5 lumo_energy_ha="-0.308 / -0.475" e_tot_ha=-2613.31446 gap_ev="10.297 / 5.740" homo_ev="-18.684 / -18.671" relative_energy_kcal_mol=11.0
Co 0.34544 1.01765 0.21862
N -0.52476 2.43152 1.41296
C -0.36745 2.15876 2.88444
C 0.93037 1.42352 3.14914
C 2.22594 2.16977 2.78358
C 3.05401 1.42844 1.75095
N 2.36323 1.41113 0.40855
H -0.04282 3.30102 1.18149
H -1.50245 2.63871 1.21727
H -1.22240 1.55709 3.19107
H -0.41784 3.10372 3.42593
H 0.90753 0.46137 2.60419
H 0.93981 1.12605 4.19850
H 2.84728 2.28930 3.67094
H 2.03150 3.19271 2.44338
H 3.20429 0.39052 2.05100
H 4.03655 1.87955 1.61586
H 2.91883 0.82738 -0.21674
H 2.45599 2.34724 0.01168
C -2.74686 -2.85373 0.67197
C -2.23812 -1.52604 0.05819
C -2.88616 -0.31025 0.72672
P -0.42821 -1.50309 -0.01691
C 0.14730 -2.09204 -1.63910
C -0.54396 -1.36733 -2.80759
C -0.12560 -3.61263 -1.79378
C 0.53470 -2.08044 1.43272
C 1.11567 -3.50048 1.25040
C -0.26075 -1.97104 2.74042
H -3.75640 -3.01879 0.29245
H -2.80278 -2.78379 1.75524
H -2.14972 -3.72398 0.40387
H -2.49913 -1.49700 -1.00507
H -2.70431 -0.29518 1.80126
H -3.96436 -0.35759 0.57322
H -2.55040 0.63280 0.28540
H 1.22807 -1.91650 -1.65912
H -1.50590 -1.83194 -3.02168
H 0.07433 -1.49393 -3.69608
H -0.70839 -0.30373 -2.65737
H -1.19522 -3.81586 -1.76885
H 0.38158 -4.23868 -1.06858
H 0.23387 -3.88763 -2.78658
H 1.39657 -1.39891 1.47192
H 0.32995 -4.24543 1.14135
H 1.66808 -3.72182 2.16505
H 1.81336 -3.57124 0.41836
H -0.93331 -2.81918 2.84821
H -0.84991 -1.05711 2.83596
H 0.44202 -2.00680 3.57266
C 0.89216 3.14592 -4.82706
N 0.28552 2.73854 -3.54279
C -0.99853 3.02726 -3.14154
C -1.13317 2.52726 -1.89013
N 0.06297 1.92671 -1.51118
C 0.88549 2.08280 -2.55771
H 0.10568 3.17691 -5.57493
H 1.63657 2.40822 -5.11195
H 1.34337 4.12811 -4.71318
H -1.68157 3.56644 -3.77618
H -2.00163 2.55187 -1.25412
H 1.90409 1.73392 -2.62671

---

3.
80
Properties=species:S:1:pos:R:3 method="wB97M-V/def2-TZVPD" spin_multiplicity=1 fmax_ev_per_a=6.7 lumo_energy_ha=-0.048 e_tot_ha=-3126.97693 gap_ev=7.151 homo_ev=-8.449 relative_energy_kcal_mol=190.0
N 0.70456 0.36051 0.28227
H 1.10614 1.03847 -0.34956
H 1.33327 -0.40555 0.47720
H -0.14866 0.03253 -0.14730
H 0.54406 0.85449 1.14848
C 2.36128 -3.94613 -1.58817
F 1.96354 -5.04100 -2.18719
F 3.30803 -3.30720 -2.26577
F 1.29428 -3.13183 -1.41626
S 3.14859 -4.41543 0.10643
O 2.06789 -5.18442 0.73890
O 4.35426 -5.15421 -0.34909
N 3.48234 -2.90180 0.92276
S 4.85324 -3.12404 1.47886
O 5.08658 -4.24672 2.39648
O 5.82597 -2.93243 0.44566
C 4.98741 -1.56991 2.76474
F 3.86390 -1.66163 3.53230
F 6.08595 -1.70298 3.46385
F 5.01772 -0.43295 2.11087
C 1.30539 3.26800 6.09735
O 0.59717 3.07185 5.09380
N 2.11537 4.34778 6.16366
C 3.03491 4.46456 7.31328
C 2.28492 5.34788 5.11849
H 1.35553 2.77295 7.07950
H 4.00729 4.30985 6.84569
H 2.87539 3.76387 8.13284
H 3.07671 5.49180 7.67538
H 3.31171 5.34879 4.75270
H 1.61830 5.17517 4.27357
H 1.99385 6.33048 5.48983
C -2.69155 3.18572 -5.38348
O -2.15568 2.51026 -4.47650
N -4.02027 3.53426 -5.41366
C -4.69456 4.05359 -6.60569
C -4.94453 3.33903 -4.35057
H -2.07704 3.57503 -6.20993
H -5.37279 3.28434 -6.97495
H -3.98422 4.29264 -7.39713
H -5.24504 4.97995 -6.44160
H -5.38588 4.30139 -4.09139
H -5.65692 2.55866 -4.61820
H -4.49929 2.93308 -3.44225
C 4.73593 3.75860 -2.94972
O 3.94352 3.38023 -2.05566
N 5.72762 3.01438 -3.52818
C 6.58507 3.56613 -4.52944
C 5.99050 1.66572 -2.98555
H 4.77871 4.78288 -3.35126
H 6.84539 2.91003 -5.36002
H 7.46836 3.96918 -4.03401
H 6.13665 4.46431 -4.95406
H 5.87372 0.94544 -3.79528
H 6.99100 1.50490 -2.58401
H 5.22349 1.37692 -2.26694
C -3.76484 -2.76350 4.91129
O -5.01534 -2.97711 4.81155
N -2.89504 -3.66882 4.38206
C -1.45337 -3.47284 4.71711
C -3.38878 -4.83927 3.68331
H -3.29728 -2.01080 5.56477
H -1.34269 -4.17895 5.54007
H -1.30246 -2.50877 5.20280
H -0.77958 -3.61923 3.87291
H -4.46761 -4.99056 3.71982
H -2.93414 -4.80760 2.69315
H -2.84787 -5.71242 4.04815
C -5.66303 -2.63352 -1.29935
O -4.75901 -1.83232 -1.23584
N -6.09886 -3.24708 -2.40027
C -7.32890 -4.09475 -2.38548
C -5.52415 -2.88984 -3.71036
H -6.24485 -3.02462 -0.45040
H -8.08897 -3.55048 -2.94599
H -7.83151 -4.27140 -1.43454
H -7.32678 -5.08263 -2.84613
H -6.19969 -2.46775 -4.45439
H -4.64545 -2.25557 -3.59333
H -5.18851 -3.80767 -4.19310

---

4.
62
Properties=species:S:1:pos:R:3 method="wB97M-V/def2-TZVPD" spin_multiplicity=1 fmax_ev_per_a=0.5 lumo_energy_ha=0.016 e_tot_ha=-1470.11350 gap_ev=10.734 homo_ev=-10.305
C -4.10216 3.46260 -0.77429
C -3.00363 2.50351 -1.23630
O -3.00235 1.28942 -0.50861
C -1.66086 3.20918 -1.14292
O -0.61625 2.25132 -1.39600
S 0.85132 2.78550 -1.08801
O 1.69534 1.63265 -1.16836
O 0.98767 3.57090 -2.53557
C 2.02544 4.53413 -2.56407
C 1.48512 5.94508 -2.67679
F 2.77486 4.23542 -3.66618
H -4.27177 3.33118 0.29631
H -3.81487 4.50515 -0.92925
H -5.03787 3.29151 -1.30120
H -3.18243 2.20482 -2.27015
H -2.97333 1.48591 0.43362
H -1.53593 3.64256 -0.14299
H -1.60318 4.01508 -1.87888
H 2.68609 4.40184 -1.70371
H 0.40960 5.95807 -2.51503
H 1.96030 6.59781 -1.94603
H 1.69949 6.33430 -3.67141
C 3.05835 -5.02904 -1.73863
C 2.11884 -4.26135 -2.66361
C 2.47171 -2.78105 -2.80084
C 2.41662 -1.98241 -1.49741
C 1.06877 -2.02358 -0.77973
C -0.07443 -1.43505 -1.60066
H 3.02934 -4.63781 -0.72061
H 2.78792 -6.08493 -1.69153
H 4.08979 -4.96376 -2.09215
H 1.09017 -4.36766 -2.30808
H 2.14385 -4.71821 -3.65660
H 1.80403 -2.32450 -3.53629
H 3.48041 -2.69503 -3.21803
H 2.66316 -0.93968 -1.71595
H 3.19387 -2.34058 -0.81579
H 1.16219 -1.45989 0.15283
H 0.82623 -3.05116 -0.49004
H 0.14356 -0.40021 -1.86426
H -1.00877 -1.44747 -1.03640
H -0.24252 -1.99302 -2.52381
C -0.42106 1.14590 2.83545
C -0.58298 0.33882 4.11933
C 0.15893 -0.99674 4.08395
C -0.29477 -1.95236 2.97809
C -1.78133 -2.30374 3.00168
C -2.22169 -3.01139 4.27951
H -0.82681 0.60534 1.97718
H -0.94086 2.10444 2.90102
H 0.63189 1.34918 2.62893
H -1.64610 0.17169 4.31385
H -0.20934 0.92394 4.96349
H 0.05808 -1.48396 5.05748
H 1.22844 -0.80317 3.95467
H 0.28855 -2.87501 3.05759
H -0.04722 -1.52787 2.00173
H -1.99741 -2.94528 2.14379
H -2.38170 -1.40022 2.85965
H -1.65642 -3.93427 4.42564
H -3.28021 -3.27136 4.23969
H -2.07166 -2.38549 5.16066